{
  "formula": "C28H42AsDyO3PS3Si3",
  "method": "wB97M-V/def2-TZVPD",
  "elements": ["Dy", "C", "Si", "C", "C", "As", "Si", "C", "C", "C", "Si", "C", "C", "C", "H", "H", "H", "H", "H", "H", "H", "H", "H", "H", "H", "H", "H", "H", "H", "H", "H", "H", "H", "H", "H", "H", "H", "H", "H", "H", "H", "O", "C", "C", "C", "C", "C", "C", "C", "O", "O", "H", "H", "H", "H", "H", "S", "P", "S", "C", "C", "C", "C", "C", "C", "C", "C", "C", "C", "C", "C", "H", "H", "H", "H", "H", "H", "H", "H", "H", "H", "S"],
  "xyz": [[1.401609, 0.887858, 0.247411], [-2.539826, -1.230387, -3.930994], [-1.597693, -1.413067, -2.238251], [-0.293766, -2.784828, -2.376433], [-3.013813, -1.735906, -1.054305], [-0.366527, 0.648216, -2.194720], [-1.659496, 2.442854, -2.884718], [-3.174547, 2.609563, -1.774192], [-2.236774, 2.216102, -4.668487], [-0.642646, 4.053780, -2.846315], [1.179742, 0.272160, -3.938155], [2.487978, -0.989278, -3.583998], [0.406180, -0.203745, -5.599771], [1.795126, 2.002503, -4.295745], [-3.022318, -2.180520, -4.249743], [-1.956292, -0.744633, -4.708357], [-3.418968, -0.566738, -3.710678], [-0.770856, -3.771921, -2.222020], [0.531785, -2.700049, -1.675889], [0.075543, -2.844393, -3.404135], [-3.342427, -2.726348, -1.360675], [-3.832867, -1.089924, -1.337036], [-2.841865, -1.786198, 0.021044], [-3.723314, 1.656792, -1.721949], [-3.810963, 3.331489, -2.241781], [-3.008511, 2.946101, -0.754487], [-3.194227, 1.742686, -4.741770], [-1.542229, 1.750424, -5.377623], [-2.395373, 3.245335, -5.025555], [-0.191656, 4.338810, -1.894672], [-1.321707, 4.858355, -3.175705], [0.143586, 3.958180, -3.596561], [2.171498, -2.005890, -3.876642], [2.882768, -1.027917, -2.576567], [3.367841, -0.727400, -4.195987], [0.164915, -1.263256, -5.664780], [1.180567, -0.054111, -6.372408], [-0.474851, 0.354326, -6.009274], [2.209921, 2.549744, -3.455814], [1.044232, 2.531642, -4.852653], [2.653896, 1.882727, -5.014525], [1.877174, 1.409544, 2.652938], [2.368667, 2.698077, 2.932251], [3.526506, 2.826225, 3.676147], [3.911558, 4.127666, 4.094026], [3.277590, 5.267857, 3.602917], [2.196541, 5.115975, 2.733607], [1.697864, 3.830917, 2.443116], [0.389355, 3.791046, 1.670612], [-0.402939, 4.710733, 1.811599], [0.243212, 2.745681, 0.916197], [0.890047, 1.483439, 2.575892], [4.085112, 1.924206, 3.941792], [4.736189, 4.241370, 4.813418], [3.599228, 6.257217, 3.899150], [1.664888, 5.988930, 2.397188], [-1.425738, -0.317262, 1.782837], [-0.120982, -1.769496, 2.161426], [1.389061, -2.029162, 0.838824], [0.527893, -1.529544, 3.856669], [-0.259541, -1.007770, 4.915202], [0.136396, -1.163464, 6.217286], [1.379721, -1.805320, 6.479751], [2.200949, -2.235060, 5.446865], [1.767306, -2.099070, 4.136747], [-0.990542, -3.384587, 2.331042], [-0.969472, -4.295134, 1.261130], [-1.569410, -5.524749, 1.340111], [-2.186018, -5.917914, 2.528987], [-2.205562, -5.033244, 3.567264], [-1.610591, -3.799496, 3.495085], [-1.196924, -0.527135, 4.644872], [-0.429940, -0.723679, 7.023020], [1.716068, -1.975473, 7.478928], [3.181000, -2.655542, 5.632567], [2.413874, -2.406664, 3.344008], [-0.390173, -3.991605, 0.421567], [-1.407397, -6.228646, 0.529444], [-2.623094, -6.904893, 2.597444], [-2.673160, -5.330160, 4.529639], [-1.613850, -3.174117, 4.375795], [3.575461, 0.977168, -0.762447]],
  "atomic_forces_ev_per_a": [[0.282, -0.287, -0.016], [-1.032, -0.135, 1.136], [-0.097, 0.503, -1.315], [-0.748, -0.478, -0.144], [0.459, -0.504, -0.083], [0.207, -0.970, 0.617], [0.037, 0.505, 0.209], [0.283, -0.864, -0.018], [0.415, 0.998, -0.156], [-0.408, -0.355, -0.332], [-0.394, 0.715, -0.252], [0.452, -0.650, -0.452], [-0.328, 0.087, -0.963], [1.687, -0.734, -0.713], [0.570, 0.401, -0.090], [-0.023, -0.311, -0.085], [0.728, -0.307, -0.159], [0.036, 0.366, 0.162], [0.053, 0.104, -0.010], [0.119, 0.289, 0.070], [-0.102, -0.421, -0.104], [-0.207, 0.457, 0.271], [0.049, 0.352, -0.209], [0.101, 0.213, -0.050], [-0.617, 0.548, -0.378], [0.389, -0.024, 0.062], [-0.548, -0.537, 0.021], [-0.162, 0.121, 0.455], [0.006, -0.091, -0.074], [-0.135, -0.212, 0.035], [0.184, -0.152, 0.134], [0.022, 0.178, 0.090], [0.051, 0.386, 0.028], [-0.206, 0.218, 0.361], [-0.275, -0.042, -0.024], [-0.135, -0.168, 0.110], [0.041, -0.002, 0.279], [0.746, -0.421, 0.694], [-0.249, 0.113, 0.209], [-0.449, 0.462, -0.066], [-0.605, 0.043, 0.506], [-0.624, 0.353, -0.006], [-0.361, 0.372, -0.698], [0.129, 0.728, 0.546], [0.380, -0.720, -0.195], [-0.244, -0.686, -0.245], [0.234, -0.912, 0.888], [0.102, 0.944, 0.295], [0.077, -0.276, -0.162], [0.126, -0.291, -0.240], [0.118, 0.103, 0.019], [0.610, 0.091, 0.574], [-0.262, 0.404, 0.152], [-0.299, -0.156, -0.509], [0.066, -0.027, 0.034], [-0.205, -0.030, -0.262], [0.468, 0.236, -0.042], [-0.223, 0.080, 0.111], [-0.272, 0.578, 0.374], [0.123, -0.414, 0.404], [-0.056, -0.355, -1.426], [1.646, -0.357, 0.325], [-0.666, 0.277, -0.516], [-0.445, 0.333, 0.143], [-0.362, 0.379, 0.321], [0.219, -0.491, -0.390], [0.174, 1.042, 0.615], [0.296, -0.663, 0.174], [0.055, -0.281, -1.194], [-0.886, -0.658, 1.878], [0.179, 0.864, 0.141], [0.096, 0.000, 0.130], [-0.149, -0.143, 0.132], [0.024, 0.133, 0.629], [-0.068, -0.059, 0.172], [0.133, -0.245, -0.512], [0.215, -0.038, -0.799], [-0.329, 0.047, 0.000], [-0.041, 0.004, 0.149], [0.313, 0.199, -0.731], [-0.015, 0.129, 0.021], [-0.477, 0.114, -0.058]],
  "lowdin_charge": [0.567, -0.228, 0.331, -0.232, -0.225, 0.761, 0.280, -0.202, -0.214, -0.196, 0.246, -0.238, -0.232, -0.243, 0.032, -0.023, 0.025, 0.033, -0.038, 0.012, 0.026, 0.015, -0.037, 0.022, 0.013, 0.036, 0.011, -0.002, 0.031, 0.033, 0.033, -0.003, 0.024, -0.041, 0.043, 0.016, 0.034, 0.015, 0.018, 0.002, 0.051, -0.121, -0.242, 0.002, -0.081, -0.093, -0.012, -0.062, -0.597, 0.048, -0.266, 0.062, 0.124, 0.100, 0.093, 0.111, 0.235, 0.065, 0.226, -0.382, -0.121, -0.080, -0.079, -0.083, -0.106, -0.340, -0.112, -0.084, -0.099, -0.110, -0.087, 0.081, 0.096, 0.085, 0.101, 0.062, 0.042, 0.103, 0.098, 0.114, 0.099, -0.346],
  "charge": -1,
  "homo_ev": [-4.2539, -4.2564],
  "homo_lumo_gap_ev": [6.709, 6.713],
  "spin_multiplicity": 6
}